Record 1
The following is a quantum chemistry calculation of the molecule C4H5FO in a non-equilibrium geometry, from the OMol25 dataset.

Geometry (Å):
1 C 1.239 -0.216 0.379
2 C 0.038 0.665 0.234
3 C -1.235 0.106 0.021
4 C -2.271 -0.337 -0.360
5 H 0.437 -0.924 -1.145
6 H 2.117 0.467 0.487
7 H 1.081 -0.860 1.294
8 H 0.007 1.221 1.198
9 H -3.202 -0.712 -0.533
10 O 1.351 -0.925 -0.796
11 F 0.439 1.514 -0.779

## Properties
LUMO = 0.89 eV
Relative energy (zero: lowest compared OMol25 entry of this formula, charge and spin) = 1.931 eV
SMILES = C#C[C@H](F)CO
Frontier orbital gap = 11.35 eV
Energy = -330.416794 hartree

***

Record 2
The following is a quantum chemistry calculation of a cluster of 2 separate species, C4H5FOS2 in total in a non-equilibrium geometry, from the OMol25 dataset.

Geometry (Å):
1 C 0.813 -0.366 -0.170
2 C 0.596 1.024 -0.304
3 C -0.647 0.123 -0.163
4 C -1.396 0.229 1.164
5 H 1.618 -0.297 2.125
6 H 0.980 -0.798 -1.105
7 H 0.625 1.809 0.529
8 H -2.955 0.772 -1.309
9 H -2.522 0.174 1.317
10 O -0.802 0.523 2.204
11 F 0.816 1.607 -1.580
12 S 1.819 -1.199 1.080
13 S -1.499 -0.448 -1.588

## Properties
LUMO = -1.05 eV
Relative energy (zero: lowest compared OMol25 entry of this formula, charge and spin) = 3.194 eV
Frontier orbital gap = 8.37 eV
Energy = -1126.751169 hartree

***

Record 3
The following is a quantum chemistry calculation of the molecule C4H5FS in a non-equilibrium geometry, from the OMol25 dataset.

Geometry (Å):
1 C 0.041 0.776 -0.562
2 C -0.354 -0.369 -1.034
3 C -0.248 -1.400 0.067
4 C 0.387 0.995 0.909
5 H -0.663 -0.565 -2.069
6 H -1.218 -1.904 0.203
7 H 0.509 -2.090 -0.170
8 H 1.387 1.463 1.066
9 H -0.244 1.836 1.285
10 F 0.262 1.836 -1.353
11 S 0.142 -0.579 1.660

## Properties
LUMO = 0.97 eV
Relative energy (zero: lowest compared OMol25 entry of this formula, charge and spin) = 0.184 eV
SMILES = FC1=CCSC1
Frontier orbital gap = 9.70 eV
Energy = -653.434185 hartree

***

Record 4
The following is a quantum chemistry calculation of a structure of composition C4H5GaO2 in a non-equilibrium geometry, from the OMol25 dataset.

Geometry (Å):
1 H -0.446 3.285 -0.304
2 O -1.653 0.682 0.446
3 C -0.451 -1.238 -0.171
4 C 0.850 -1.244 0.165
5 C -1.599 -0.563 -0.217
6 C 1.873 -0.289 -0.041
7 O 1.550 0.914 -0.460
8 Ga -0.081 1.726 -0.200
9 H -2.558 0.975 0.606
10 H 2.773 -0.384 0.588
11 H -2.486 -0.804 -0.802
12 H 1.744 -1.889 -0.433

## Properties
Multiplicity = 2
LUMO (alpha / beta) = -4.84 / -5.96 eV
Relative energy (zero: lowest compared OMol25 entry of this formula, charge and spin) = 2.663 eV
Net charge = +1
Frontier orbital gap (alpha / beta) = 7.76 / 6.73 eV
Energy = -2230.188280 hartree

***

Record 5
The following is a quantum chemistry calculation of a cluster of 2 separate species, C4H5I in total in a non-equilibrium geometry, from the OMol25 dataset.

Geometry (Å):
1 C -0.701 -0.024 -0.312
2 C 0.324 -0.836 -0.353
3 C -1.292 1.185 -0.921
4 C -2.022 0.536 -0.009
5 I 3.035 0.219 2.220
6 H 0.383 -1.600 0.270
7 H 1.074 -0.743 -1.058
8 H 3.346 -1.065 1.326
9 H -1.187 1.905 -1.602
10 H -2.960 0.423 0.440

## Properties
LUMO = 0.79 eV
Relative energy (zero: lowest compared OMol25 entry of this formula, charge and spin) = 2.586 eV
SMILES = C=C1C=C1.I
Frontier orbital gap = 9.02 eV
Energy = -452.953148 hartree

***

Record 6
The following is a quantum chemistry calculation of a cluster of 2 separate species, C4H5IN in total in a non-equilibrium geometry, from the OMol25 dataset.

Geometry (Å):
1 C 1.313 0.291 0.716
2 C 2.576 0.478 0.844
3 C -3.155 -0.604 -0.401
4 C -1.047 0.206 -1.273
5 N -2.138 -0.264 -0.815
6 I 3.812 -0.689 2.217
7 H 0.657 -0.031 1.534
8 H 3.255 1.055 0.352
9 H -4.109 -1.160 -0.232
10 H -0.855 1.272 -1.462
11 H -0.310 -0.552 -1.480

## Properties
LUMO (alpha / beta) = -7.10 / -5.09 eV
Relative energy (zero: lowest compared OMol25 entry of this formula, charge and spin) = 4.428 eV
Net charge = +1
Frontier orbital gap (alpha / beta) = 5.13 / 7.16 eV
Energy = -507.346730 hartree

***

Record 7
The following is a quantum chemistry calculation of a structure of composition C4H5InLiO2 in a non-equilibrium geometry, from the OMol25 dataset.

Geometry (Å):
1 H 1.069 -1.674 -0.452
2 C 1.198 -0.618 -0.761
3 C -0.015 0.235 -0.877
4 O 2.315 -0.184 -0.988
5 Li 4.092 -0.721 -1.064
6 H -0.841 -0.408 -1.224
7 H 0.143 0.999 -1.648
8 C -0.481 0.980 0.495
9 C -1.154 0.156 1.483
10 O -2.149 -0.512 1.449
11 In -3.337 -1.525 2.361
12 H -1.198 1.778 0.241
13 H 0.358 1.494 0.985

## Properties
Multiplicity = 2
LUMO (alpha / beta) = -21.71 / -21.88 eV
Relative energy (zero: lowest compared OMol25 entry of this formula, charge and spin) = 0.727 eV
Net charge = +4
Frontier orbital gap (alpha / beta) = 4.68 / 4.52 eV
Energy = -501.457136 hartree

***

Record 8
The following is a quantum chemistry calculation of a structure of composition C4H5LiNaO in a non-equilibrium geometry, from the OMol25 dataset.

Geometry (Å):
1 C -2.953 -1.234 0.207
2 C -1.745 -1.521 0.365
3 H -2.206 -1.469 -0.814
4 H -0.689 -1.875 0.527
5 Na -5.520 -0.684 -0.112
6 C 1.004 1.387 0.138
7 C 1.993 0.871 -0.628
8 O 3.070 0.265 -0.183
9 Li 3.929 0.066 1.331
10 H 1.070 1.375 1.229
11 H 0.167 1.902 -0.333
12 H 1.880 0.917 -1.726

## Properties
LUMO = -4.35 eV
Relative energy (zero: lowest compared OMol25 entry of this formula, charge and spin) = 3.482 eV
Net charge = +1
Frontier orbital gap = 5.08 eV
Energy = -400.146195 hartree

***

> Among the records above, which one has the highest energy?

C4H5FO